C22H35BN8O2Tl | ωB97M-V/def2-TZVPD

Element x y z (Å)
Tl -0.66 -0.54 -0.61
O -2.48 2.32 -1.61
O 2.36 0.38 -3.12
N 1.09 0.80 -2.72
N -1.85 -0.89 2.25
N 0.87 0.70 2.36
N 0.63 1.07 1.07
N 1.13 -1.99 0.88
N 1.27 -1.79 2.20
N -1.36 1.80 -1.91
N -0.94 -0.88 3.22
C 2.02 -3.46 -0.87
C 0.37 1.47 -3.55
C -3.04 -1.03 2.83
C 2.66 -3.42 1.67
C 1.54 1.68 2.99
C -2.89 -1.13 4.22
C 2.19 -2.63 2.70
C 0.21 4.28 -0.23
C -1.53 -1.01 4.43
C 1.96 -2.97 0.54
C -4.34 -2.32 1.12
C 1.14 2.29 0.92
C -1.80 2.78 -4.08
C 1.09 3.04 -0.38
C -4.59 0.18 1.27
C -0.93 1.98 -3.15
C 1.50 -4.90 -0.95
C 2.50 3.41 -0.84
C -4.33 -1.10 2.06
C 0.84 1.79 -4.95
C 3.45 -3.39 -1.42
C 1.72 2.73 2.12
B 0.57 -0.66 3.01
H 0.18 4.85 -1.17
H -4.64 1.04 1.94
H 3.82 -2.37 -1.39
H -2.16 3.66 -3.54
H 2.22 3.67 2.31
H -5.54 0.11 0.72
H -0.96 -1.01 5.34
H 3.41 -4.19 1.73
H 0.50 -4.97 -0.52
H 2.65 0.90 -3.89
H 4.12 -4.03 -0.83
H 1.78 1.31 -5.21
H -5.12 -1.22 2.80
H 3.47 -3.74 -2.46
H -1.29 3.10 -4.99
H 1.45 -5.24 -1.99
H 2.16 -5.57 -0.39
H 2.46 3.96 -1.78
H 3.11 2.52 -0.97
H 1.38 -2.81 -1.47
H -3.67 -1.24 4.96
H -4.13 -3.24 1.67
H -2.69 2.21 -4.36
H -3.58 -2.20 0.35
H 0.59 4.94 0.56
H 1.83 1.57 4.03
H 2.45 -2.61 3.75
H 0.64 2.38 -1.11
H 1.07 -0.67 4.10
H -0.81 3.99 0.02
H 2.99 4.05 -0.10
H 0.95 2.87 -5.09
H -5.32 -2.41 0.64
H -3.80 0.37 0.55
H 0.10 1.44 -5.67

Results
Kohn-Sham gap   6.651 eV
Net charge   -1
Maximum force   0.6 eV/A
Energy relative to the best compared isomer or geometry (same formula, charge and spin)   3.7 kcal/mol
Calculated total energy   -44769.1225 eV


C35H28BF3N2O2RuS2 | ωB97M-V/def2-TZVPD

Element x y z (Å)
Ru 0.37 -1.09 -0.45
S 5.05 -0.97 -3.82
S -0.59 -1.55 6.74
F -8.98 -0.22 -0.54
F -8.99 -2.27 -1.22
F -8.78 -0.65 -2.64
O -0.37 1.76 -0.43
O 0.68 1.24 -2.42
N 2.47 -1.13 -0.28
N 0.68 -1.49 1.72
C 1.33 3.42 -3.21
C -6.93 -1.11 -1.27
C 0.21 2.63 -2.57
C -4.90 -2.29 -0.82
C -0.13 3.05 -1.10
C -2.23 -1.45 7.12
C 2.01 -1.42 2.05
C 6.63 -1.00 -4.42
C -1.00 2.58 -3.49
C 2.94 -1.30 1.01
C -8.43 -1.07 -1.42
C 4.33 -1.34 1.30
C -3.03 -1.34 6.00
C 4.76 -1.43 2.67
C 4.74 -1.15 -1.08
C -6.28 -2.29 -0.97
C 1.49 -1.48 4.39
C -1.39 3.87 -0.96
C 5.21 -1.28 0.24
C -4.86 0.09 -1.29
C 1.02 3.71 -0.37
C 3.33 -1.05 -1.26
C 7.59 -1.10 -3.43
C -0.92 -1.46 5.04
C 5.63 -1.10 -2.19
C -4.18 -1.10 -0.98
C 2.45 -1.46 3.39
C -0.21 -1.51 2.67
C 7.03 -1.16 -2.17
C -6.23 0.08 -1.43
C -2.29 -1.34 4.82
C -1.55 -1.09 -0.67
C 0.13 -1.48 4.07
C 3.86 -1.47 3.67
C -2.77 -1.10 -0.81
B 0.18 0.81 -1.23
H 2.25 3.37 -2.64
H -0.70 2.13 -4.44
H -1.30 4.80 -1.54
H -1.54 4.14 0.08
H 1.24 4.70 -0.78
H 4.19 -1.51 4.70
H 8.65 -1.13 -3.63
H 1.52 3.04 -4.21
H 1.80 -1.48 5.42
H -1.39 3.57 -3.69
H -4.37 -3.21 -0.60
H 6.80 -0.94 -5.49
H -6.84 -3.21 -0.85
H 1.04 4.47 -3.31
H 5.82 -1.46 2.88
H 0.75 3.83 0.68
H 1.93 3.10 -0.42
H -1.79 1.96 -3.06
H -2.74 -1.25 3.84
H 6.28 -1.33 0.44
H -1.24 -1.58 2.35
H -4.11 -1.25 6.05
H 7.61 -1.24 -1.26
H -6.76 0.99 -1.67
H -4.29 1.00 -1.41
H 2.91 -0.87 -2.24
H -2.55 -1.48 8.15
H -2.27 3.33 -1.31

Results
2S+1   5
Kohn-Sham gap (alpha / beta)   6.093 / 3.504 eV
Net charge   +2
Maximum force   2.6 eV/A
Energy relative to the best compared isomer or geometry (same formula, charge and spin)   0.4 kcal/mol
Calculated total energy   -76891.4721 eV
<S²>   6.06


C14H16 | ωB97M-V/def2-TZVPD

Element x y z (Å)
C 1.02 -1.94 -2.09
C 0.14 -3.64 -0.61
C -1.21 1.63 3.53
C 0.42 2.34 1.92
C -1.38 2.98 3.89
C -0.27 1.24 2.40
C -1.00 -3.07 -2.82
C 0.00 -2.95 -1.90
C 0.17 3.65 2.19
C -0.79 3.99 3.16
C -1.00 -2.15 -3.95
C 1.46 1.81 0.93
C 1.00 -1.08 -3.14
C -0.12 -1.15 -4.03
H -0.12 0.22 2.12
H 1.72 -0.33 -3.27
H -2.11 3.23 4.58
H 0.85 4.41 1.97
H 1.25 -3.70 -0.27
H 0.95 1.49 0.03
H -0.32 -4.56 -0.51
H 2.26 2.56 0.70
H -1.54 -4.03 -2.95
H -0.89 5.03 3.41
H -1.84 0.79 3.92
H 2.02 0.82 1.31
H -1.92 -2.27 -4.52
H -0.38 -3.05 0.12
H -0.11 -0.31 -4.85
H 1.75 -1.95 -1.29

Results
Kohn-Sham gap   9.830 eV
SMILES string   Cc1ccccc1.Cc1ccccc1
Maximum force   6.8 eV/A
Energy relative to the best compared isomer or geometry (same formula, charge and spin)   53.6 kcal/mol
Calculated total energy   -14775.4397 eV


> The lowest maximum force belongs to which entry?

C22H35BN8O2Tl